(1)
C32H38BF4LiO12 as an isolated structure. Source: the OMol25 dataset; level of theory: the ωB97M-V functional and the def2-TZVPD basis.

```
88
Properties=species:S:1:pos:R:3:forces:R:3:lowdin_charge:R:1
C -5.119977 -2.669966 -1.043284 -4.1 2.0 -1.6 -0.064
F -1.877977 -1.244966 -0.821284 -2.1 -1.5 -1.7 0.131
H -1.682977 -3.924966 -2.069284 0.2 0.3 0.0 0.024
C -0.185977 4.298034 -3.261284 0.6 0.1 0.4 -0.415
O -1.284977 1.307034 4.696716 -5.0 3.4 1.8 0.123
H 2.011023 -5.659966 -2.232284 -2.0 0.8 2.4 0.178
O 2.863023 -3.694966 -0.699284 1.9 -10.8 0.5 0.133
H -2.864977 -4.263966 -4.722284 -0.1 0.6 1.1 0.078
H 6.292023 1.482034 1.806716 1.3 -2.2 -3.1 0.191
H -0.253977 0.570034 2.661716 0.0 -0.3 -1.4 0.072
H 1.742023 -1.093966 2.395716 -0.3 0.7 1.9 0.124
H 1.554023 -0.906966 -1.954284 -1.1 0.8 0.8 0.076
C 1.193023 3.588034 -5.170284 -0.3 0.4 2.6 0.011
H 5.044023 -1.146966 -2.707284 -0.2 -0.1 0.0 0.098
H -4.544977 5.103034 3.885716 -1.3 0.8 1.2 0.087
C 1.445023 -0.666966 3.428716 -1.9 0.0 -3.7 -0.008
O 6.656023 0.895034 0.979716 -1.1 2.5 3.5 0.004
C -2.326977 3.114034 2.298716 -4.1 0.2 1.3 -0.287
H 1.426023 3.908034 -6.140284 0.9 -0.2 -1.3 0.083
H -1.173977 3.774034 0.893716 4.4 -1.9 -5.4 0.033
H -1.489977 -5.205966 -4.200284 -0.2 1.6 0.7 0.090
H 2.881023 0.886034 -4.279284 -0.5 1.4 -0.3 0.122
C 0.307023 0.165034 3.458716 1.3 0.4 3.1 0.034
C -3.503977 3.477034 3.139716 1.8 -0.4 -0.3 0.025
H -4.451977 -2.401966 -0.354284 2.8 -0.4 3.3 0.044
C 4.789023 -0.700966 -1.756284 -1.9 0.7 2.0 0.031
H 4.168023 0.827034 1.709716 -0.8 0.3 0.8 0.102
H -6.142977 -2.568966 -0.682284 0.1 -0.9 0.8 0.106
H -0.059977 5.421034 -5.005284 0.1 -0.8 -0.3 0.118
C -0.064977 -5.742966 -1.337284 1.7 6.0 3.9 -0.017
H -1.696977 1.663034 1.220716 0.8 -0.5 -1.3 0.037
C 1.606023 -0.600966 5.739716 -2.5 2.7 2.0 -0.036
H 2.828023 -2.871966 -0.788284 -0.1 11.1 -1.1 -0.061
H -5.052977 -3.550966 -1.599284 0.7 -1.3 -0.7 0.081
C 1.997023 -1.158966 4.577716 -0.8 0.7 -0.4 -0.389
F -1.501977 0.885034 -0.225284 -0.6 0.7 -0.3 0.144
H -1.345977 -3.443966 1.203716 1.5 -1.9 -2.4 0.182
H 2.234023 0.075034 0.354716 -2.0 0.3 0.9 0.073
C 1.211023 2.348034 -3.095284 1.9 0.9 1.3 -0.011
H -1.615977 6.261034 1.169716 1.3 1.6 -1.7 0.073
C 4.238023 0.435034 0.721716 4.1 1.6 0.7 -0.037
C 3.193023 0.090034 -0.024284 0.0 -3.4 -3.7 -0.014
O 2.800023 1.735034 -4.783284 0.5 -0.6 -0.7 0.030
H 1.002023 -2.883966 1.040716 1.1 1.5 1.1 0.066
C 0.531023 0.375034 5.868716 0.7 -0.6 0.2 0.014
Li -3.084977 -1.559966 -2.292284 0.4 -0.3 0.1 0.770
C 1.628023 -4.169966 -0.652284 -2.6 0.3 2.9 -0.302
H -1.464977 1.641034 3.834716 -0.7 0.3 -1.3 0.056
H -2.825977 -5.316966 -3.066284 0.2 1.7 -2.1 0.113
C 3.385023 -0.675966 -1.267284 5.5 3.7 2.1 -0.323
F 0.035023 -0.082966 -1.469284 0.3 -0.5 -1.2 0.157
C -2.314977 -4.521966 -3.798284 0.2 -3.3 1.8 -0.125
C -0.957977 -5.056966 -0.491284 1.5 0.1 1.2 -0.426
C 1.806023 2.563034 -4.386284 -2.7 0.1 1.4 -0.311
H -1.122977 6.108034 -3.022284 0.5 -3.1 0.4 0.164
C -3.692977 4.834034 3.359716 1.1 -1.1 -1.1 -0.031
O -1.112977 5.114034 -2.737284 -1.5 3.4 0.7 0.002
C -0.200977 0.707034 4.718716 6.7 -4.9 -1.0 -0.406
C 5.602023 0.450034 0.263716 -2.2 -1.3 -1.1 -0.344
O 2.453023 -1.196966 -1.997284 -0.7 -2.2 -2.3 0.058
C -1.684977 4.103034 1.621716 -4.4 3.5 3.6 0.004
H -5.617977 -0.849966 -1.559284 -0.6 1.0 0.4 0.077
O -2.229977 1.770034 1.987716 -0.4 1.1 2.2 0.015
O 2.846023 -2.195966 4.576716 -1.3 -0.2 -8.3 0.130
B -0.920977 -0.338966 -0.513284 2.1 0.9 2.5 -1.330
H 2.028023 -0.830966 6.694716 0.6 -0.6 0.3 0.101
C 1.225023 -5.266966 -1.391284 2.5 -0.6 -3.0 -0.001
H -3.075977 7.981034 2.539716 -0.1 -3.0 0.9 0.159
H 3.066023 -2.206966 5.393716 3.1 -1.1 8.6 -0.012
H 0.039023 3.015034 -1.382284 0.3 1.0 -2.0 0.137
C -2.105977 5.498034 1.638716 -0.7 -2.7 4.4 0.035
O -3.316977 7.140034 3.080716 0.3 1.7 -0.7 -0.011
C 0.263023 4.477034 -4.536284 1.2 -0.6 -1.2 -0.037
F -0.288977 -0.846966 0.645716 0.1 0.3 -0.2 0.115
H -4.196977 2.688034 3.614716 1.4 1.4 -0.9 0.144
C 5.846023 -0.124966 -0.977284 -2.8 -0.3 0.2 -0.019
O -1.920977 -3.449966 -2.880284 -0.7 -0.1 -1.6 -0.181
C -0.641977 -4.032966 0.404716 2.2 1.8 0.9 0.022
H -2.615977 -5.933966 0.178716 0.8 0.6 -0.4 0.139
H 6.820023 -0.125966 -1.333284 1.7 -0.1 -0.8 0.087
H 1.787023 1.613034 -2.397284 -1.4 1.1 -1.4 0.127
C -2.935977 5.857034 2.718716 -0.5 -0.2 -1.7 -0.299
O -5.063977 -1.519966 -1.911284 1.5 -0.5 -2.1 -0.169
H 0.310023 0.800034 6.900716 0.1 -0.7 -1.6 0.125
C 0.747023 -3.615966 0.362716 -2.4 -2.8 -2.7 0.055
H -0.365977 -6.561966 -1.738284 -1.9 -5.0 -3.0 0.058
O -2.221977 -5.441966 -0.569284 -4.1 -1.6 -0.2 -0.002
C 0.331023 3.289034 -2.468284 0.6 -3.1 0.5 0.001
```
Positions in Å, forces in eV/Å.

The HOMO energy is -7.22 eV. The orbital gap comes out at 6.755 eV.

=====

(2)
C32H38BN6O9PReTe as an isolated structure. Source: the OMol25 dataset; level of theory: the ωB97M-V functional and the def2-TZVPD basis.

```
89
Properties=species:S:1:pos:R:3:forces:R:3:mulliken_spin:R:1
H -5.247909 -5.177876 2.190715 0.0 0.0 0.0 0.000
H 0.081190 3.439853 0.948276 0.0 0.0 0.0 -0.003
C -2.811176 6.068208 1.024857 0.1 0.2 -0.1 0.000
O 2.428785 0.158652 1.388202 -0.4 -0.1 0.6 0.033
C -7.360052 -4.792966 0.389569 0.0 0.0 0.0 0.000
C -3.412738 4.871818 1.385909 -0.1 -0.2 0.0 0.000
C -6.175182 -6.633420 -0.811427 0.0 0.0 0.0 0.000
H 0.014154 3.429446 2.701325 0.0 0.0 0.0 0.000
P 1.537140 -2.749511 0.297854 0.0 0.2 0.1 -0.013
C 4.783107 -4.053957 0.869962 0.0 0.0 -0.1 0.000
H -4.907041 -1.796696 -2.611301 0.0 0.0 0.0 0.000
H -4.953649 7.012863 -1.375389 0.0 0.0 0.0 0.000
H -6.484201 -3.295701 -1.454417 0.0 0.0 0.0 0.000
H -5.221092 -7.123611 -1.012082 0.0 0.0 0.0 0.000
H 2.406144 -5.287932 -0.607168 0.0 0.0 0.0 0.000
C -2.321442 0.092584 1.359229 0.0 0.0 0.0 0.002
C -4.997463 -4.481540 -0.464495 0.0 -0.1 0.0 0.001
H -2.883053 7.809630 -0.257125 0.0 0.0 0.0 0.000
H 1.793462 -7.491975 0.440398 0.0 0.0 0.0 0.000
C 0.224658 1.743668 -2.433277 0.5 0.1 -0.1 0.000
C 1.635984 1.806725 -2.109915 -0.1 0.1 -0.1 -0.022
H -2.119642 3.307859 4.052328 0.0 0.0 -0.1 0.000
C -3.213615 -2.799902 -1.743428 0.0 0.1 -0.1 0.014
C 0.060106 2.788530 1.824890 0.0 0.0 -0.1 0.001
H -6.854911 -7.372226 -0.385135 0.0 0.0 0.0 0.000
N -2.618757 4.403439 2.395748 -0.1 0.0 0.0 0.000
H -4.610077 -6.624600 1.391667 0.0 0.0 0.0 0.000
H 5.145870 -3.902877 -0.146800 0.0 0.0 0.0 0.000
O -1.371494 -3.808715 -0.897453 0.0 0.1 -0.1 -0.009
C -1.090143 1.851204 1.763914 0.1 0.0 0.2 0.002
C 3.861703 2.575389 -2.392937 0.1 0.1 -0.2 -0.035
N -2.279380 2.025537 2.378913 0.0 0.0 0.0 -0.002
H 4.194493 -4.968146 0.900423 0.0 0.0 0.0 0.000
C -5.489573 -5.989872 1.502183 0.0 0.0 0.0 0.000
O 4.552236 0.739812 1.457475 -0.1 0.0 0.0 -0.002
H 5.647642 -4.189912 1.519348 0.0 0.0 0.0 0.000
O -0.484123 1.123119 -1.650804 -1.3 -0.4 0.3 0.010
C -5.999346 -5.456145 0.158733 0.0 0.0 0.0 0.000
C 4.000873 -2.857539 1.337049 0.0 0.2 0.1 0.001
C -4.578283 4.399963 0.772180 0.1 0.1 0.0 0.000
H -6.589526 -6.298718 -1.763480 0.0 0.0 0.0 0.000
C -4.493354 6.421916 -0.596099 -0.1 -0.1 0.0 0.000
C -5.425826 -3.443040 -1.300691 0.0 0.0 0.0 0.000
C -2.774247 -3.811943 -0.921139 0.1 -0.1 0.1 -0.011
H 4.641629 -1.996419 1.508250 0.0 0.0 0.0 0.000
H -1.162647 2.267081 -3.595881 0.0 0.0 0.0 0.000
H 4.625790 3.108351 -2.940327 0.0 0.0 0.0 -0.001
H -3.753688 3.013235 3.422849 0.0 0.0 0.1 0.000
C 3.165820 1.283349 -0.484668 0.1 0.0 0.0 -0.030
N -1.091939 0.687912 1.131821 0.2 0.1 0.2 0.110
C 1.713251 -6.563516 1.005654 0.0 0.0 0.0 0.000
N -1.595383 5.274172 2.620121 0.0 0.1 0.0 0.000
O -0.200062 2.367669 -3.505316 -0.1 -0.1 0.1 -0.004
C 1.540084 -5.423085 0.042613 0.0 0.1 -0.1 0.001
H 0.645219 -5.536727 -0.568021 0.0 0.0 0.0 -0.001
B -1.046048 -2.769479 -1.720935 0.0 0.1 -0.1 0.079
H 2.611715 -6.450135 1.609791 0.0 0.0 0.0 0.000
H 0.854224 -6.636943 1.670194 0.0 0.0 0.0 0.000
H 3.435861 -3.045318 2.249196 0.0 0.0 0.0 0.000
O -2.109317 -2.109249 -2.264803 0.1 -0.1 0.1 -0.003
O 1.349135 -4.190772 0.829151 -0.2 -0.1 -0.1 0.001
N -1.694279 6.257586 1.821869 0.0 -0.1 0.0 0.000
O 0.639366 -1.801279 1.094008 -0.2 -0.3 -0.2 0.059
Te 1.051652 -2.166124 -2.022956 0.0 0.0 0.2 -0.014
H -6.263024 -6.602123 1.965257 0.0 0.0 0.0 0.000
H 5.151485 2.049363 -0.786826 0.0 0.0 0.0 0.001
H 0.978716 2.204884 1.854981 0.0 0.0 0.0 0.006
H -2.579265 -0.874455 0.961616 0.0 0.0 0.0 -0.013
C -3.623327 -4.670817 -0.270629 -0.1 0.0 0.0 0.000
C -5.099758 5.201531 -0.217534 0.0 0.1 0.0 0.000
Re 0.346921 -0.169283 -0.171679 1.7 0.8 -1.1 0.762
C -3.348835 6.873109 0.014710 0.0 0.0 0.0 0.000
H -3.234413 -5.458635 0.356260 0.0 0.0 0.0 0.000
C -3.061061 0.918784 2.134007 0.0 0.0 -0.1 0.012
H -6.008876 4.894970 -0.717133 0.0 0.0 0.0 0.000
H -4.053200 0.819562 2.536357 0.0 0.0 0.0 0.000
O 3.059299 -2.403151 0.285216 0.2 -0.2 0.1 0.003
H 2.257900 3.009816 -3.765035 -0.1 0.0 0.0 0.000
H -7.860905 -4.534352 -0.543106 0.0 0.0 0.0 0.000
H -8.013464 -5.488597 0.915953 0.0 0.0 0.0 0.000
H -5.056132 3.472983 1.058205 0.0 0.0 0.0 0.000
N 1.899995 1.140103 -0.956654 -0.5 -0.4 0.0 0.034
C -2.715602 3.196794 3.148288 0.0 0.0 -0.1 0.000
C 4.147928 1.967447 -1.181870 -0.1 0.0 0.1 0.016
H -7.271294 -3.890657 0.997376 0.0 0.0 0.0 0.000
C 3.366822 0.689183 0.858219 0.1 0.1 -0.3 0.002
C 2.562764 2.514992 -2.854253 0.2 0.0 0.1 0.011
H 5.203413 1.262595 0.974234 0.0 0.0 0.0 0.001
C -4.550863 -2.582101 -1.960588 -0.1 0.0 0.0 0.001
```
Positions in Å, forces in eV/Å.

The HOMO energy (alpha / beta) is -12.99 / -12.55 eV. As for the spin multiplicity: 2. The net charge is +2. The orbital gap (alpha / beta) comes out at 6.736 / 6.246 eV.